{"formula": "C21H56AsCaClF6O25S7", "method": "wB97M-V/def2-TZVPD", "homo_ha": -0.3357, "total_energy_ha": -9474.81945, "gap_ev": 9.32, "total_charge": 0, "relative_energy_ev": 0.731, "species": ["Ca", "Cl", "O", "O", "O", "O", "As", "F", "F", "F", "F", "F", "F", "O", "S", "O", "O", "C", "C", "C", "H", "H", "H", "H", "H", "H", "H", "H", "O", "S", "O", "O", "C", "C", "C", "H", "H", "H", "H", "H", "H", "H", "H", "O", "S", "O", "O", "C", "C", "C", "H", "H", "H", "H", "H", "H", "H", "H", "O", "S", "O", "O", "C", "C", "C", "H", "H", "H", "H", "H", "H", "H", "H", "O", "S", "O", "O", "C", "C", "C", "H", "H", "H", "H", "H", "H", "H", "H", "O", "S", "O", "O", "C", "C", "C", "H", "H", "H", "H", "H", "H", "H", "H", "O", "S", "O", "O", "C", "C", "C", "H", "H", "H", "H", "H", "H", "H", "H"], "positions_angstrom": [[-0.18986, -0.35179, 0.80575], [3.00484, 0.41673, 3.00725], [3.52314, -0.42203, 4.06037], [2.66706, 1.70465, 3.51407], [3.95990, 0.50430, 1.93969], [1.80481, -0.21849, 2.50168], [-4.10058, -1.42368, 0.72390], [-3.51141, -2.13054, -0.77693], [-5.66399, -2.15954, 0.51180], [-4.58832, -0.74428, 2.27904], [-2.50392, -0.71939, 0.96262], [-4.61394, 0.00653, -0.11554], [-3.56070, -2.87841, 1.58903], [1.33879, -4.21623, 1.69184], [0.10705, -4.05165, 0.99194], [-0.40304, -2.72387, 0.78830], [0.25820, -4.74967, -0.45838], [0.86320, -6.04035, -0.54071], [1.22182, -6.34080, -1.97168], [-1.26110, -5.06372, 1.65145], [0.13709, -6.77175, -0.16935], [1.71965, -6.15370, 0.12730], [0.37764, -6.23298, -2.65111], [1.60249, -7.35609, -2.10668], [2.07425, -5.74903, -2.31324], [-1.63944, -4.59215, 2.55897], [-0.92275, -6.08357, 1.79978], [-2.12863, -4.98568, 0.99562], [-0.93517, -1.04410, 2.92899], [-1.10064, -1.54431, 4.26803], [-0.62482, -2.88277, 4.53090], [-0.48369, -0.51766, 5.40253], [0.73223, -0.94263, 6.03124], [1.19340, 0.11101, 7.02037], [-2.80627, -1.47705, 4.85177], [1.48425, -1.06041, 5.24422], [0.67271, -1.91606, 6.52331], [0.45898, 0.21676, 7.82826], [1.21992, 1.10086, 6.56858], [2.09580, -0.22364, 7.52509], [-2.73150, -1.70317, 5.90877], [-3.36194, -2.18773, 4.24282], [-3.22723, -0.49581, 4.64742], [-0.84304, -1.04347, -1.43699], [-1.01389, -1.38047, -2.83330], [-2.15612, -0.90378, -3.55617], [0.35850, -0.84187, -3.54227], [0.39099, -0.67272, -4.96707], [1.07925, -1.81004, -5.67505], [-0.79918, -3.16644, -3.00336], [0.92978, 0.27200, -5.09086], [-0.61849, -0.43665, -5.31792], [0.55891, -2.76319, -5.61426], [2.07816, -1.88583, -5.24352], [1.18478, -1.54042, -6.72725], [-1.38104, -3.58419, -2.18372], [0.25344, -3.41973, -2.92764], [-1.21868, -3.48028, -3.95725], [3.27165, 2.83600, -0.57503], [1.91652, 2.49209, -0.87082], [1.12715, 1.56747, -0.10408], [1.05862, 3.89102, -0.86468], [1.71503, 5.00881, -1.43920], [0.67983, 6.10047, -1.61117], [1.72882, 1.97150, -2.60316], [2.19168, 4.80436, -2.40308], [2.50279, 5.35469, -0.76494], [0.19775, 6.39263, -0.67716], [-0.07026, 5.78128, -2.33798], [1.11779, 7.03755, -1.96098], [0.71623, 1.58925, -2.67784], [2.48014, 1.20787, -2.78961], [1.91801, 2.85149, -3.21110], [-3.73480, 2.12134, -1.94629], [-2.40469, 2.33060, -1.44843], [-1.72917, 1.35873, -0.60979], [-1.39579, 2.56250, -2.72484], [-1.76123, 3.53647, -3.69578], [-0.59878, 3.70922, -4.64400], [-2.33770, 3.94948, -0.63838], [-2.06581, 4.51493, -3.31866], [-2.60263, 3.19193, -4.30264], [-0.78508, 4.50229, -5.36735], [-0.43084, 2.79314, -5.21336], [0.31650, 3.93751, -4.09541], [-1.34417, 4.11438, -0.22076], [-3.10898, 3.95817, 0.12658], [-2.49448, 4.76286, -1.34394], [-0.82096, 1.56900, 2.07523], [-1.01698, 2.86164, 2.67699], [-0.21242, 4.01307, 2.33706], [-2.59060, 3.25830, 2.49137], [-3.50471, 2.12911, 2.41799], [-4.90380, 2.70987, 2.32215], [-1.00812, 2.69207, 4.51188], [-3.42666, 1.44583, 3.26385], [-3.19298, 1.60146, 1.51636], [-5.60857, 1.90560, 2.11156], [-5.03190, 3.41555, 1.50093], [-5.13309, 3.21735, 3.25859], [-1.88839, 2.11426, 4.78280], [-1.00987, 3.72374, 4.84579], [-0.14929, 2.10564, 4.82501], [1.63255, -1.29097, -0.32229], [2.80360, -1.78056, -0.98672], [2.68997, -2.62766, -2.14575], [3.62231, -0.47079, -1.43854], [4.92647, -0.62118, -2.02328], [4.84992, -0.01763, -3.42267], [3.98846, -2.44571, 0.24254], [5.17829, -1.67436, -2.14682], [5.64624, -0.06557, -1.42544], [4.63944, 1.05050, -3.44607], [4.09159, -0.54543, -4.00104], [5.81922, -0.16501, -3.90719], [4.81044, -1.74362, 0.34938], [4.30129, -3.46214, 0.03036], [3.46280, -2.38142, 1.19739]]}